Here is 2 unconnected molecules or ions with the total composition C3H10N2OP from the OMol25 dataset. Energies are from ωB97M-V with the def2-TZVPD basis set.

The total charge is +1. Its LUMO energy (spin up / spin down) is -4.848 / -6.696 eV. As for the energy above the lowest of the compared OMol25 structures with the same formula, charge and spin: 8.6 kcal/mol. The spin multiplicity is 3. The expectation value of S² is 2.010. As for the HOMO energy (spin up / spin down): -13.07 / -15.12 eV.

Last columns: bonded neighbours and bond lengths (Å).
CARTESIAN COORDINATES (ANGSTROEM)
1 C -2.38 0.29 1.08  N4 1.462, H8 1.121, H9 1.062, H10 1.072
2 C 1.55 -2.30 -0.98  N5 1.429, H11 1.155, H12 1.111, H13 1.046
3 C 1.24 1.87 0.32  P7 1.874, H14 1.136, H15 1.137, H16 1.096
4 N -1.18 0.94 0.55  C1 1.462, P7 1.645, H17 1.064
5 N 0.65 -1.22 -0.77  C2 1.429, O6 1.204
6 O -0.05 -0.95 -1.71  N5 1.204
7 P 0.30 0.41 1.03  C3 1.874, N4 1.645
8 H -2.98 0.23 0.14  C1 1.121
9 H -2.33 -0.74 1.33  C1 1.062
10 H -3.00 0.91 1.70  C1 1.072
11 H 2.40 -2.05 -0.24  C2 1.155
12 H 2.02 -2.22 -1.98  C2 1.111
13 H 1.05 -3.19 -0.73  C2 1.046
14 H 1.04 1.84 -0.80  C3 1.136
15 H 2.34 1.79 0.63  C3 1.137
16 H 0.64 2.72 0.64  C3 1.096
17 H -1.32 1.66 -0.22  N4 1.064

Which charges does Löwdin predict for the atoms? In e, they are: C -0.14; C -0.05; C -0.28; N -0.34; N -0.27; O 0.08; P 1.10; H 0.10; H 0.07; H 0.09; H 0.12; H 0.11; H 0.08; H 0.06; H 0.07; H 0.04; H 0.15